16
Properties=species:S:1:pos:R:3:mulliken_charge:R:1 method="wB97M-V/def2-TZVPD" e_tot_ev=-11245.549 relative_energy_kcal_mol=93.97 fmax_ev_per_a=4.1 mol_weight_g_mol=116.12
H 1.18 0.10 2.08 0.2695
N 1.73 -0.35 1.30 -0.8302
C 1.82 0.22 0.18 0.6657
N 2.53 -0.32 -0.87 -0.4575
N 0.92 1.35 0.00 -0.6215
C -0.36 1.13 -0.04 -0.0375
N -1.06 -0.01 0.18 0.1693
C -2.49 -0.08 -0.11 -0.9031
O -0.53 -1.23 -0.14 -0.5278
H 3.26 -1.04 -0.62 0.2567
H 2.39 -0.06 -1.89 0.2311
H -0.86 2.04 -0.21 0.3756
H -2.86 -0.01 -1.11 0.3551
H -3.18 0.73 0.46 0.2826
H -2.80 -1.05 0.24 0.3183
H 0.32 -1.42 0.53 0.4539

17
Properties=species:S:1:pos:R:3:mulliken_charge:R:1 method="wB97M-V/def2-TZVPD" e_tot_ev=-13286.811 relative_energy_kcal_mol=226.19 fmax_ev_per_a=6.4 mol_weight_g_mol=132.12
C -1.64 1.31 0.67 -0.8136
C -1.29 0.19 -0.48 0.5596
C 2.13 -0.40 0.02 0.5196
H -0.67 1.56 1.33 0.2506
H -2.58 0.99 1.43 0.2713
H -1.90 2.42 0.24 0.2523
H -2.24 -1.14 -1.70 0.3466
H -2.40 -2.29 0.20 0.3613
H 2.79 1.27 -1.00 0.2837
H 4.10 0.83 -0.10 0.2869
H 3.22 -1.77 0.87 0.2467
N -2.51 -0.31 -1.02 -0.3609
N -0.16 -0.67 -0.47 -0.4707
N 3.15 0.38 -0.53 -0.5368
N 2.19 -1.54 0.53 -0.5922
O -3.12 -1.05 0.31 -0.4675
O 0.93 0.23 -0.29 -0.1369

16
Properties=species:S:1:pos:R:3:mulliken_charge:R:1 method="wB97M-V/def2-TZVPD" e_tot_ev=-20034.488 relative_energy_kcal_mol=40.34 fmax_ev_per_a=2.0 mol_weight_g_mol=132.19
H -2.01 -2.25 -0.07 0.2185
N -1.12 -1.73 0.01 -0.7327
C -1.27 -0.45 -0.05 0.8726
C -2.61 0.29 0.03 -1.2108
N -0.10 0.30 -0.04 -0.0907
S -0.25 2.02 -0.15 -0.2109
C 1.19 -0.22 -0.12 -0.0661
N 2.22 0.48 0.08 -0.1643
N 3.40 -0.22 0.04 -0.4805
H -2.73 0.81 0.99 0.2989
H -3.42 -0.46 -0.02 0.3497
H -2.68 1.08 -0.74 0.3144
H 0.39 2.27 1.00 0.1499
H 1.27 -1.23 -0.52 0.3106
H 4.23 0.36 0.11 0.2211
H 3.48 -1.05 -0.55 0.2205

16
Properties=species:S:1:pos:R:3:mulliken_charge:R:1 method="wB97M-V/def2-TZVPD" e_tot_ev=-20034.147 relative_energy_kcal_mol=48.19 fmax_ev_per_a=1.8 mol_weight_g_mol=132.19
C -0.02 -1.58 0.95 -0.8251
C -0.47 -0.80 -0.25 0.3506
N -1.71 -0.56 -0.46 -0.3482
N -2.20 0.12 -1.48 -0.4260
S 0.69 -0.17 -1.45 -0.2072
C 2.00 0.34 -0.40 -0.1961
N 1.96 1.25 0.49 -0.3727
N 0.79 1.86 0.72 -0.2081
H 0.58 -2.47 0.70 0.2630
H -0.92 -1.83 1.52 0.3281
H 0.55 -0.94 1.61 0.2618
H -3.21 0.32 -1.39 0.2351
H -1.58 0.72 -2.03 0.1896
H 2.96 -0.15 -0.49 0.4524
H 0.71 2.43 1.55 0.2403
H -0.13 1.46 0.44 0.2625

16
Properties=species:S:1:pos:R:3:mulliken_charge:R:1 method="wB97M-V/def2-TZVPD" e_tot_ev=-10681.460 relative_energy_kcal_mol=69.66 total_charge=+1 fmax_ev_per_a=4.4 mol_weight_g_mol=114.13
N -1.79 0.61 3.22 -0.2939
N -1.74 -0.21 2.20 -0.1208
C -0.92 0.02 1.22 -0.0275
N -1.02 -0.82 0.20 -0.1751
C -0.46 -1.04 -0.90 -0.0553
C 1.13 -0.33 -1.48 0.6435
N 1.67 0.59 -0.77 -0.2854
N 1.41 -0.67 -2.72 -0.3848
H -2.45 0.36 3.86 0.2280
H -1.46 1.62 3.20 0.2576
H -0.31 0.95 0.98 0.0441
H -1.03 -1.45 -1.79 0.2664
H 1.14 1.01 0.00 0.0526
H 2.54 1.25 -0.89 0.3170
H 1.02 -1.56 -3.17 0.2786
H 2.27 -0.33 -3.16 0.2550

13
Properties=species:S:1:pos:R:3:mulliken_charge:R:1 method="wB97M-V/def2-TZVPD" e_tot_ev=-6777.030 relative_energy_kcal_mol=22.19 total_charge=-1 fmax_ev_per_a=2.3 mol_weight_g_mol=74.10
C 1.99 1.52 -0.44 -0.6151
O 0.85 1.53 -1.24 -0.5430
H 1.93 2.24 0.39 0.2136
H 2.89 1.86 -0.97 0.2439
H 2.21 0.51 -0.07 0.2957
C -2.11 -1.41 1.29 -0.9181
C -1.10 -0.74 0.62 0.1252
N -0.09 -1.22 -0.10 -0.7412
H -2.10 -2.50 1.38 0.1956
H -2.56 -0.89 2.12 0.1481
H -0.98 0.26 1.07 0.1671
H -0.19 -2.23 -0.09 0.1156
H 0.22 0.92 -0.83 0.3126

13
Properties=species:S:1:pos:R:3:mulliken_charge:R:1 method="wB97M-V/def2-TZVPD" e_tot_ev=-6773.717 relative_energy_kcal_mol=98.58 total_charge=-1 fmax_ev_per_a=5.3 mol_weight_g_mol=74.10
C 0.14 -0.03 -0.88 -0.8011
N 1.62 0.47 -0.61 -0.7786
C -0.68 -0.60 0.32 -0.4718
C -1.79 -0.21 -0.58 0.1622
O -2.46 -0.88 -1.32 -0.5770
H 0.10 1.05 -0.86 0.3840
H 2.12 0.74 2.41 -0.0241
H 0.14 -0.67 -1.75 0.3535
H 2.19 -0.38 -0.51 0.0038
H -0.59 0.04 1.18 0.1738
H -0.35 -1.62 0.53 0.2802
H 1.81 1.40 2.26 -0.0047
H -2.24 0.72 -0.17 0.2999

13
Properties=species:S:1:pos:R:3:lowdin_spin:R:1 method="wB97M-V/def2-TZVPD" e_tot_ev=-6775.905 relative_energy_kcal_mol=3.74 fmax_ev_per_a=1.0 spin_multiplicity=2 mol_weight_g_mol=74.10
C -0.84 -0.32 -1.00 0.1057
O -2.10 -0.58 -0.57 0.8017
C 0.23 -0.38 0.13 0.0020
C 1.29 0.71 0.01 0.0009
N -0.36 -0.37 1.49 0.0022
H -0.87 0.72 -1.37 0.0551
H -0.64 -0.93 -1.88 0.0297
H 0.68 -1.38 0.11 0.0017
H 0.95 1.59 0.55 0.0002
H 2.20 0.33 0.46 0.0000
H 1.43 0.99 -1.04 0.0006
H -0.75 0.54 1.70 0.0006
H -1.19 -0.93 1.41 -0.0005

13
Properties=species:S:1:pos:R:3:lowdin_spin:R:1 method="wB97M-V/def2-TZVPD" e_tot_ev=-6774.262 relative_energy_kcal_mol=41.61 fmax_ev_per_a=3.2 spin_multiplicity=2 mol_weight_g_mol=74.10
C -0.47 -0.68 2.14 0.6504
N 0.19 0.44 1.74 0.2109
H -1.14 -0.52 2.98 0.0477
H -0.58 -1.59 1.58 0.0455
H 0.38 0.81 0.78 0.0083
H 1.04 0.72 2.24 0.0317
C 0.24 -0.89 -1.82 0.0018
C 0.20 0.44 -1.74 -0.0003
O -0.49 1.06 -0.75 0.0035
H 1.03 -1.37 -2.41 0.0001
H -0.61 -1.50 -1.55 0.0000
H 0.54 1.07 -2.55 0.0000
H -0.32 2.00 -0.64 0.0004

13
Properties=species:S:1:pos:R:3:mulliken_charge:R:1 method="wB97M-V/def2-TZVPD" e_tot_ev=-6770.202 relative_energy_kcal_mol=22.30 total_charge=+1 fmax_ev_per_a=2.1 mol_weight_g_mol=74.10
C 1.67 -1.87 -0.56 -0.1217
N 0.44 -2.10 -0.34 -0.0668
H 2.06 -0.93 -0.19 0.2841
H 2.31 -2.67 -0.92 0.2991
H -0.02 -3.00 -0.43 0.2677
H -0.13 -1.25 -0.09 0.3454
O -0.15 0.04 0.94 -0.5788
C -0.81 1.07 0.97 0.2307
C -0.96 2.06 -0.11 -0.9059
H -1.23 1.46 1.91 0.3362
H -1.36 2.91 0.46 0.2866
H -1.73 1.99 -0.89 0.3235
H -0.11 2.30 -0.75 0.2999

13
Properties=species:S:1:pos:R:3:mulliken_charge:R:1 method="wB97M-V/def2-TZVPD" e_tot_ev=-6770.611 relative_energy_kcal_mol=12.87 total_charge=+1 fmax_ev_per_a=2.0 mol_weight_g_mol=74.10
C 2.55 -1.51 0.19 -0.0429
N 1.90 -0.63 0.83 -0.0523
H 2.16 -1.75 -0.80 0.2637
H 3.43 -2.03 0.55 0.2830
H 2.27 -0.36 1.73 0.2873
H 1.01 -0.16 0.54 0.3545
O -0.40 0.58 0.14 -0.6124
C -1.61 0.72 0.09 0.1198
C -2.38 0.93 -1.18 -0.8397
H -2.18 0.96 1.00 0.3413
H -1.69 1.26 -1.95 0.3025
H -2.71 -0.09 -1.44 0.2820
H -3.26 1.52 -0.95 0.3131

13
Properties=species:S:1:pos:R:3:mulliken_charge:R:1 method="wB97M-V/def2-TZVPD" e_tot_ev=-6769.039 relative_energy_kcal_mol=49.13 total_charge=+1 fmax_ev_per_a=3.7 mol_weight_g_mol=74.10
C -0.87 1.27 -1.22 0.2242
C 0.49 -1.44 -0.33 -1.2817
C -0.39 -0.41 0.27 -0.2613
N 0.31 0.58 1.10 -0.2692
O -0.35 2.23 -0.78 -0.4000
H -1.47 1.05 -2.09 0.3678
H -0.10 -2.16 -0.89 0.3546
H 1.01 -2.00 0.46 0.3944
H 1.24 -1.02 -0.99 0.3818
H -1.36 -0.69 0.65 0.4167
H 1.31 0.34 1.20 0.3674
H -0.10 0.72 2.03 0.3380
H 0.28 1.53 0.59 0.3672

13
Properties=species:S:1:pos:R:3:mulliken_charge:R:1 method="wB97M-V/def2-TZVPD" e_tot_ev=-6769.473 relative_energy_kcal_mol=39.12 smiles="C=C[C@H]([NH3+])O" total_charge=+1 fmax_ev_per_a=4.5 mol_weight_g_mol=74.10
C -0.19 -0.66 -1.83 -0.6764
C 0.51 -0.64 -0.74 -0.1638
C -0.02 -0.33 0.64 0.2241
N -0.78 0.94 0.68 -0.3204
O 1.17 0.30 1.44 -0.5422
H 0.45 -0.84 -2.69 0.2820
H -1.31 -0.34 -1.76 0.2368
H 1.61 -0.78 -0.74 0.2377
H -0.59 -1.13 1.22 0.3011
H -0.89 1.37 -0.23 0.3632
H -1.73 0.98 1.18 0.3740
H -0.08 1.43 1.22 0.3708
H 1.84 -0.30 1.62 0.3132

13
Properties=species:S:1:pos:R:3:mulliken_charge:R:1 method="wB97M-V/def2-TZVPD" e_tot_ev=-6768.743 relative_energy_kcal_mol=55.97 total_charge=+1 fmax_ev_per_a=4.6 mol_weight_g_mol=74.10
C -0.72 -0.13 -1.43 -0.3602
C -0.92 0.13 0.03 0.4633
C -1.53 0.85 1.08 -0.8390
N 0.20 -0.39 -0.31 -0.0794
O 2.69 -0.92 -0.07 -0.6663
H -1.33 -0.95 -1.69 0.2592
H -0.31 0.56 -2.19 0.2667
H -2.39 1.56 0.76 0.2971
H -0.64 1.38 1.48 0.2854
H -2.09 0.28 1.92 0.3247
H 1.06 -0.93 -0.12 0.3800
H 3.34 -1.44 0.29 0.3216
H 2.63 0.00 0.24 0.3468

13
Properties=species:S:1:pos:R:3:mulliken_charge:R:1 method="wB97M-V/def2-TZVPD" e_tot_ev=-6769.649 relative_energy_kcal_mol=35.07 total_charge=+1 fmax_ev_per_a=1.0 mol_weight_g_mol=74.10
C 1.21 -1.33 -0.17 -0.1915
C 1.48 0.06 0.01 0.4479
C 2.12 1.19 0.03 -0.7737
N -2.48 0.18 0.07 -0.4737
O 0.18 -0.39 0.22 -0.5376
H 1.10 -1.74 -1.17 0.2619
H 1.48 -2.04 0.61 0.2321
H 1.62 2.11 0.29 0.2301
H -2.99 -0.70 -0.03 0.3978
H 3.17 1.24 -0.19 0.2525
H -2.74 0.63 0.96 0.3952
H -2.70 0.81 -0.71 0.3964
H -1.43 -0.03 0.09 0.3626

13
Properties=species:S:1:pos:R:3:lowdin_spin:R:1 method="wB97M-V/def2-TZVPD" e_tot_ev=-6754.290 relative_energy_kcal_mol=58.51 total_charge=+2 fmax_ev_per_a=4.5 spin_multiplicity=2 mol_weight_g_mol=74.10
C 2.36 -0.34 -0.46 0.0028
N 1.39 -0.18 0.34 0.0149
H 3.36 -0.02 0.13 0.0010
H 2.12 -0.42 -1.50 0.0000
H 0.37 -0.61 0.12 0.0078
H 1.72 -0.12 1.36 0.0002
C -1.34 1.03 0.35 0.4303
C -1.68 -0.31 0.38 0.2808
O -1.56 -0.96 -0.91 0.2064
H -1.83 1.68 1.07 0.0163
H -0.82 1.40 -0.46 0.0192
H -2.18 -0.68 1.30 0.0119
H -1.92 -0.46 -1.71 0.0084

14
Properties=species:S:1:pos:R:3:mulliken_charge:R:1 method="wB97M-V/def2-TZVPD" e_tot_ev=-8816.946 relative_energy_kcal_mol=69.33 total_charge=+1 fmax_ev_per_a=3.8 mol_weight_g_mol=90.10
C -1.60 -1.19 -0.05 -0.8424
C -1.76 0.20 0.24 0.2531
C 1.59 0.33 0.04 0.3722
N 2.91 0.64 0.10 -0.3123
O -2.20 1.31 -0.28 -0.3238
O 1.13 -0.76 -0.39 -0.6678
H -2.16 -1.74 -0.80 0.4051
H -1.16 -1.81 0.74 0.3526
H -1.20 0.61 1.18 0.3743
H 0.81 1.00 0.46 0.1434
H 3.23 1.51 0.37 0.2224
H 3.63 -0.03 -0.21 0.2572
H -2.77 1.21 -1.07 0.3874
H -0.45 -1.27 -0.31 0.3786